This record from the OMol25 dataset describes a molecular structure, C8H30B2O31 at a distorted geometry. The level of theory is ωB97M-V/def2-TZVPD.

Each line ends with the Mulliken charge.
Geometry (Å):
1 O 11.13200 -7.51200 11.62900  -0.632
2 C 11.92600 -8.43900 11.65700  0.746
3 O 11.82800 -9.44700 10.90700  0.519
4 B 13.04800 -10.21700 11.05700  1.244
5 O 13.87100 -9.39000 11.90100  -0.708
6 C 13.23200 -8.42400 12.22100  0.047
7 O 13.75400 -7.43300 12.72800  -0.707
8 O 13.70300 -10.34400 9.71600  -0.686
9 C 13.63700 -11.55500 9.39400  0.527
10 O 14.01000 -11.87400 8.24600  -0.735
11 C 13.18100 -12.32700 10.48100  0.930
12 O 12.85200 -11.62300 11.44200  -0.589
13 O 13.14300 -13.55000 10.47500  -0.756
14 O 11.05300 -10.60800 7.71100  -0.217
15 C 10.30100 -11.36400 8.34700  0.137
16 O 10.59000 -11.90900 9.45700  0.411
17 B 9.43000 -12.72800 9.83500  0.643
18 O 8.39400 -12.45800 8.83800  0.611
19 C 8.94900 -11.71900 8.04700  0.143
20 O 8.21000 -10.96500 7.45200  -0.524
21 O 9.62400 -14.18700 9.85600  -0.304
22 C 9.19400 -14.56400 10.97000  -0.087
23 O 8.72300 -15.66900 11.11000  -0.707
24 C 8.97500 -13.41700 11.80400  1.123
25 O 9.00800 -12.32900 11.16700  -0.704
26 O 8.45200 -13.43500 12.96200  -0.870
27 O 5.80500 -15.42300 12.06400  -0.550
28 H 4.94200 -15.44000 12.36900  0.224
29 H 6.22300 -15.02100 12.78000  0.292
30 O 8.75200 -9.61300 10.81200  -0.633
31 H 8.56500 -10.51700 11.09200  0.325
32 H 9.03300 -9.14700 11.61500  0.264
33 O 8.07600 -8.05200 6.99300  -0.737
34 H 7.91300 -8.96800 6.84200  0.318
35 H 7.33800 -7.58900 6.57400  0.262
36 O 9.43400 -15.70200 7.19800  -0.758
37 H 10.18000 -15.43500 7.71300  0.340
38 H 8.93600 -14.92800 6.91100  0.318
39 O 12.89400 -8.09300 8.14000  -0.732
40 H 13.45200 -8.59800 8.74400  0.400
41 H 11.98700 -8.33600 8.22700  0.375
42 O 13.10600 -9.84300 5.79900  -0.631
43 H 13.98400 -9.64800 6.04200  0.306
44 H 12.74600 -9.94200 6.67100  0.351
45 O 7.59400 -16.80100 8.93700  -0.764
46 H 7.91300 -16.74800 9.81900  0.429
47 H 8.20500 -16.42700 8.37500  0.513
48 O 7.76600 -10.39600 4.99400  -0.673
49 H 6.88000 -10.67700 4.78200  0.254
50 H 7.94600 -10.80100 5.85000  0.342
51 O 5.90600 -11.16400 9.77600  -0.649
52 H 6.32800 -11.36000 8.95200  0.033
53 H 6.01700 -10.23300 9.84100  0.365
54 O 10.78300 -10.93400 4.17000  -0.672
55 H 9.94700 -11.27300 4.49800  0.288
56 H 11.42200 -11.16800 4.84100  0.314
57 O 5.29000 -9.38700 7.06500  -0.618
58 H 5.26300 -9.15900 6.11900  0.288
59 H 5.41500 -10.34200 7.09800  0.293
60 O 7.07000 -14.19600 6.60800  -0.594
61 H 6.99800 -13.36600 6.97500  0.171
62 H 6.16500 -14.41500 6.41900  0.265
63 O 8.02100 -10.92500 13.47900  -0.778
64 H 8.16700 -11.85200 13.26900  0.361
65 H 8.91000 -10.61600 13.74300  0.291
66 O 10.22200 -8.00500 8.77100  -0.632
67 H 9.62500 -8.11400 8.02900  0.378
68 H 9.97500 -8.58200 9.49600  0.194
69 O 6.07700 -14.61000 9.57800  -0.680
70 H 6.78000 -15.23400 9.32400  0.292
71 H 5.98400 -14.79000 10.54300  0.398

Calculated values
Charge ... -2
HOMO-LUMO gap ... 0.3231 Ha
DFT total energy ... -73620.105 eV
Spin multiplicity ... 1
ΔE to the lowest compared entry with this formula, charge and spin ... 127.3 kcal/mol
LUMO energy ... 0.13556 Ha